(1)
Density functional theory data (ωB97M-V with the def2-TZVPD basis set) for a 7-piece molecular cluster, C22H50N8O14P2 overall at a distorted geometry.

The SMILES is N[C@H]1OC(=O)O[C@]1(CON=O)PP(=O)(O)O.CNC(C)=O.CNC(C)=O.CNC(C)=O.CNC(C)=O.CNC(C)=O.CNC(C)=O.

Structure (ORCA input):
```
! wB97M-V def2-TZVPD RIJCOSX def2/J DEFGRID3
* xyz 0 1
N -4.38 5.03 -1.60
C -3.33 4.67 -2.52
O -2.10 4.66 -1.76
C -1.98 3.42 -1.24
O -1.07 3.03 -0.60
O -3.05 2.64 -1.64
C -3.32 3.18 -2.95
C -4.56 2.64 -3.63
O -5.66 2.49 -2.73
N -5.56 1.16 -2.15
O -5.82 1.18 -1.03
P -1.92 2.83 -4.17
P -0.91 1.00 -3.53
O 0.53 1.32 -3.37
O -1.64 0.35 -2.30
O -1.17 -0.09 -4.68
H -5.24 4.54 -1.80
H -4.11 4.76 -0.65
H -3.33 5.37 -3.36
H -4.86 3.30 -4.45
H -4.35 1.66 -4.07
H -0.94 3.79 -3.88
H -1.05 0.38 -1.50
H -0.52 0.07 -5.38
C -1.23 4.85 2.38
C -2.62 4.32 2.10
O -3.17 4.50 1.02
N -3.22 3.60 3.07
C -2.71 3.27 4.39
H -0.90 5.38 1.49
H -1.25 5.54 3.22
H -0.54 4.03 2.58
H -4.14 3.27 2.82
H -2.65 2.19 4.51
H -3.37 3.67 5.16
H -1.72 3.68 4.54
C 0.75 -2.85 -0.48
C 0.74 -1.36 -0.21
O -0.31 -0.71 -0.21
N 1.91 -0.76 0.02
C 3.24 -1.36 0.06
H -0.28 -3.17 -0.65
H 1.35 -3.07 -1.36
H 1.15 -3.39 0.37
H 1.83 0.23 0.18
H 3.69 -1.19 1.03
H 3.87 -0.90 -0.71
H 3.19 -2.42 -0.14
C -2.09 -1.91 6.90
C -2.02 -0.85 5.82
O -1.52 0.25 6.03
N -2.52 -1.17 4.60
C -3.14 -2.41 4.18
H -1.65 -1.50 7.80
H -3.13 -2.18 7.10
H -1.54 -2.80 6.61
H -2.43 -0.43 3.92
H -2.58 -2.86 3.35
H -4.16 -2.23 3.84
H -3.17 -3.12 5.00
C 5.86 1.51 -0.42
C 7.00 0.68 -0.97
O 7.53 -0.20 -0.30
N 7.41 0.95 -2.23
C 6.89 1.94 -3.15
H 5.66 1.18 0.59
H 6.13 2.57 -0.39
H 4.96 1.39 -1.02
H 8.17 0.36 -2.54
H 6.52 1.46 -4.06
H 7.68 2.64 -3.43
H 6.08 2.49 -2.70
C -4.32 -4.50 0.04
C -4.18 -3.65 1.28
O -3.74 -4.10 2.33
N -4.58 -2.36 1.19
C -5.12 -1.65 0.05
H -3.96 -5.50 0.27
H -5.36 -4.56 -0.28
H -3.72 -4.10 -0.78
H -4.46 -1.85 2.05
H -4.48 -0.81 -0.20
H -6.12 -1.26 0.29
H -5.20 -2.30 -0.81
C 5.80 -5.26 -1.96
C 5.81 -3.77 -1.72
O 4.78 -3.10 -1.72
N 7.00 -3.17 -1.51
C 8.32 -3.76 -1.48
H 4.77 -5.57 -2.11
H 6.38 -5.52 -2.85
H 6.20 -5.79 -1.10
H 6.93 -2.17 -1.36
H 8.78 -3.59 -0.51
H 8.96 -3.32 -2.24
H 8.26 -4.83 -1.65
*
```

(2)
Density functional theory data (ωB97M-V with the def2-TZVPD basis set) for a 2-piece molecular cluster, C21H36BBrCl2F3N3O5 overall.

Structure (ORCA input):
```
! wB97M-V def2-TZVPD RIJCOSX def2/J DEFGRID3
* xyz 0 1
C -2.15 -2.44 0.25
C -1.62 -3.62 -0.59
C -0.35 -4.27 -0.06
C 0.79 -3.31 0.30
N 0.93 -2.14 -0.58
C 0.75 -0.88 0.08
C 2.08 -0.35 0.66
C 3.34 -0.84 -0.08
C 3.99 -2.06 0.51
O 4.39 -2.99 -0.09
Cl 4.24 -1.98 2.28
N 1.98 1.10 0.80
C 2.94 1.64 1.77
C 2.29 2.20 3.03
C 3.31 2.49 4.11
Cl 1.08 1.03 3.66
C 2.02 1.76 -0.50
C 1.70 3.26 -0.39
C 2.80 4.19 -0.93
C 2.60 4.58 -2.40
Br 1.66 6.26 -2.56
C 1.09 1.04 -1.49
F 1.78 0.27 -2.40
N 0.12 0.15 -0.83
C -0.93 0.99 -0.13
C -1.81 1.78 -1.11
C -3.31 1.58 -0.83
H -2.08 -1.52 -0.33
H -1.63 -2.32 1.20
H -3.21 -2.56 0.45
H -1.45 -3.31 -1.62
H -2.39 -4.39 -0.64
H 0.03 -5.00 -0.77
H -0.59 -4.83 0.85
H 1.72 -3.88 0.26
H 0.72 -2.96 1.33
H 0.38 -2.25 -1.42
H 0.06 -0.98 0.92
H 2.10 -0.76 1.67
H 4.11 -0.06 -0.03
H 3.18 -1.08 -1.12
H 3.64 0.87 2.08
H 3.53 2.44 1.32
H 1.72 3.10 2.80
H 2.88 3.15 4.86
H 4.18 2.99 3.69
H 3.61 1.57 4.62
H 3.02 1.67 -0.95
H 0.77 3.49 -0.91
H 1.52 3.51 0.65
H 2.79 5.10 -0.32
H 3.78 3.74 -0.80
H 1.98 3.84 -2.91
H 3.54 4.68 -2.92
H 0.53 1.79 -2.05
H -0.37 -0.35 -1.58
H -1.54 0.31 0.46
H -0.40 1.63 0.56
H -1.58 1.51 -2.14
H -1.57 2.83 -0.96
H -3.85 2.50 -1.03
H -3.49 1.30 0.20
H -3.74 0.82 -1.47
B -7.22 -3.31 -1.52
O -6.45 -2.01 -1.55
C -5.69 -1.93 -0.50
O -4.93 -1.03 -0.23
C -5.88 -3.20 0.35
O -5.28 -3.44 1.37
O -6.76 -3.96 -0.25
F -6.87 -4.09 -2.61
F -8.57 -3.06 -1.48
*
```

(3)
Density functional theory data (ωB97M-V with the def2-TZVPD basis set) for a 2-piece molecular cluster, C13H18F4IN4O5S overall at a distorted geometry.

The relative energy (zero: lowest compared OMol25 entry of this formula, charge and spin) is 8.503 eV.

Structure (ORCA input):
```
! wB97M-V def2-TZVPD RIJCOSX def2/J DEFGRID3
* xyz 1 1
C 0.30 3.21 2.29
C 0.82 2.89 0.74
N -0.24 1.99 0.13
C -1.51 2.28 -0.62
N -2.03 3.50 -0.94
S -3.54 3.48 -1.89
C -1.47 4.85 -0.61
C -0.42 5.36 -1.80
O 0.26 4.54 -2.61
I -0.14 7.55 -2.15
N -2.28 1.08 -1.10
C -1.32 0.00 -0.56
C -1.84 -1.50 -0.95
C -3.51 -1.50 -0.90
O -3.89 -2.86 -0.41
N -0.14 0.58 0.17
C 0.98 -0.25 0.76
F 1.35 0.15 2.17
F 0.71 -1.71 0.85
C 2.27 -0.11 -0.29
F 3.56 0.10 0.41
F 2.38 -1.41 -1.04
H 1.18 3.69 2.94
H -0.04 2.21 2.82
H -0.61 3.94 2.33
H 1.03 3.88 0.12
H 1.88 2.38 0.88
H -3.19 4.29 -3.02
H -2.39 5.62 -0.67
H -1.02 4.98 0.46
H -1.51 -2.36 -0.23
H -1.52 -1.82 -2.06
H -3.90 -1.28 -1.99
H -3.90 -0.75 -0.09
H -3.48 -2.94 0.53
H 2.05 0.70 -1.13
C 2.50 -5.11 -0.16
C 2.27 -4.69 1.26
O 2.16 -5.92 1.95
C 2.82 -6.85 1.20
O 3.08 -7.98 1.58
O 3.16 -6.35 -0.02
H 3.12 -4.40 -0.71
H 1.56 -5.26 -0.70
H 3.11 -4.12 1.67
H 1.35 -4.10 1.37
*
```

For each record above, in turn, the calculated frontier orbital gap values are 9.00 8.20 7.94 eV.